[1]
Formula: C6H16N4
Source: the OMol25 dataset
Level of theory: wB97M-V/def2-TZVPD

```
! wB97M-V def2-TZVPD RIJCOSX def2/J DEFGRID3
* xyz 2 1
C 0.24471 -0.31284 -0.66772
C 0.15150 1.22394 0.54140
C -1.37946 -1.85757 0.35765
C 0.60225 0.70672 -2.96222
C -0.78012 2.25008 2.70572
C 0.17091 -1.59552 0.07835
N 0.35337 -0.20812 -1.87290
N 0.81940 2.27672 -0.01615
N -0.52572 1.23208 1.66465
N 0.81713 -2.73740 -0.69262
H -1.95385 -1.65996 -0.50210
H -1.58644 -2.96706 0.68949
H -1.52388 -1.20790 1.13769
H 1.48878 1.22744 -2.65330
H -0.29258 1.40042 -3.00784
H 0.76565 0.18325 -3.93038
H -0.93702 3.17776 2.11096
H -0.06178 2.19306 3.50906
H -1.75124 2.03923 3.21200
H 0.71607 -1.63426 1.11943
H 1.63279 2.19603 -0.62413
H 0.91136 3.15210 0.52250
H -0.97653 0.28939 1.84329
H 1.84884 -2.71272 -0.89729
H 0.40316 -2.98358 -1.50922
H 0.84272 -3.67129 -0.15633
*
```

Summary:
**LUMO energy**: -6.835 eV

These are the Mulliken partial charges, in e, on atoms 1 to 2:
1 C 0.189
2 C 0.768

---

[2]
Formula: C10H11NO3
Source: the OMol25 dataset
Level of theory: wB97M-V/def2-TZVPD

```
! wB97M-V def2-TZVPD RIJCOSX def2/J DEFGRID3
* xyz 0 1
C 3.00920 -0.62572 1.40832
C 3.53461 0.09800 0.26090
C 1.19858 -0.05100 -0.77481
C 0.73299 -1.30824 -0.98050
C -0.70836 -1.44843 -0.57730
C -1.53471 -0.55995 -0.19781
C -3.59379 -0.39639 0.74211
C -2.33558 1.78147 0.01084
C -1.15567 0.76736 -0.12678
C 0.12522 1.00336 -0.38065
H 2.41518 -1.78894 1.14574
H 3.99924 -1.01291 2.12568
H 2.42464 0.23474 2.38683
H 3.09273 0.93704 -1.67144
H 1.22554 -2.26782 -1.49809
H -1.25287 -2.33844 -0.55462
H -4.61568 -0.77161 0.40087
H -3.52425 -0.26889 1.81811
H -2.10629 2.40789 0.98345
H -2.52145 2.47134 -0.84734
H 0.52253 2.05153 -0.22208
N 2.56698 0.48128 -0.63870
O 4.62761 0.63500 0.19031
O -2.67192 -1.31620 0.20050
O -3.61357 0.85800 0.12142
*
```

Summary:
**LUMO energy**: 0.584 eV

These are the Mulliken partial charges, in e, on atoms 1 to 2:
1 C -0.793
2 C 0.564

---

[3]
Formula: C14H32CaO14V2
Source: the OMol25 dataset
Level of theory: wB97M-V/def2-TZVPD

```
! wB97M-V def2-TZVPD RIJCOSX def2/J DEFGRID3
* xyz 0 1
O -2.93945 1.29774 -1.34167
V -1.46539 0.78518 -1.34287
O -1.04499 0.46167 -2.84687
O -1.04261 2.75776 3.54012
V 0.51523 2.87195 3.21434
O 1.37223 2.29466 4.38847
Ca 2.50162 1.59466 0.44455
C -0.17515 0.55460 1.02809
O 0.37446 0.41204 -0.11086
O 0.57717 1.12549 1.91333
O -1.42932 0.42939 1.05345
C 1.88913 4.40848 0.66761
O 2.02489 3.59722 1.75305
O 1.63116 3.69978 -0.38390
O 2.18753 5.58625 0.75600
C -4.11323 1.00004 3.47489
C -4.75557 0.31669 2.27010
C -5.36346 1.32872 1.31259
O -3.83719 -0.54072 1.57799
H -3.43359 1.81501 3.22219
H -3.43740 0.29761 3.97688
H -4.90889 1.26314 4.16992
H -5.54576 -0.34674 2.62963
H -4.64385 2.01388 0.85187
H -6.02308 2.03929 1.82006
H -5.86155 0.78970 0.50598
H -3.00054 -0.04548 1.54082
C 3.70655 -3.07439 0.66909
C 2.73190 -1.97722 1.02463
C 2.21118 -1.97784 2.46465
O 3.23873 -0.67567 0.64275
H 3.88389 -3.02339 -0.40143
H 3.26757 -4.03901 0.92454
H 4.58744 -2.98543 1.30932
H 1.85508 -2.09863 0.38727
H 2.72467 -2.65845 3.14786
H 1.18014 -2.33346 2.48380
H 2.23737 -0.96935 2.87596
H 3.99611 -0.50330 1.22254
C 2.98223 0.40134 -2.87241
C 4.21190 1.07628 -2.30003
C 5.16127 1.58903 -3.37549
O 3.84327 2.11337 -1.37640
H 3.23064 -0.32640 -3.64211
H 2.23993 1.10861 -3.24626
H 2.45623 -0.14079 -2.07547
H 4.82966 0.38912 -1.71272
H 5.56398 0.82793 -4.03958
H 6.03719 2.02637 -2.88782
H 4.65580 2.35838 -3.96677
H 3.81457 2.98988 -1.78123
C -2.62452 -2.20336 -3.26438
C -3.10251 -2.08292 -1.83821
C -3.26807 -3.43964 -1.19218
O -2.07397 -1.36773 -1.11754
H -2.81045 -1.33339 -3.90491
H -2.99076 -3.07740 -3.79652
H -1.53088 -2.14394 -3.30932
H -4.05532 -1.54987 -1.80766
H -2.38220 -4.06530 -1.33101
H -4.07990 -3.96493 -1.70007
H -3.47224 -3.40323 -0.12200
H -2.30889 -1.27335 -0.17666
*
```

Summary:
**LUMO energy**: -1.334 eV

These are the Mulliken partial charges, in e, on atoms 1 to 2:
1 O -0.566
2 V 1.157

---

[4]
Formula: C3H10N2
Source: the OMol25 dataset
Level of theory: wB97M-V/def2-TZVPD

```
! wB97M-V def2-TZVPD RIJCOSX def2/J DEFGRID3
* xyz 0 1
H 0.75183 -2.08767 -4.60363
N -0.00003 -1.53260 -4.19591
C -0.04904 -1.61040 -2.93538
N -0.94967 -0.78883 -2.24907
H 0.55095 -2.17938 -2.22474
H -1.50861 -1.29479 -1.57461
H -1.49757 -0.22956 -2.90205
C 0.71073 1.42307 3.23948
C -0.00062 1.02236 1.94381
H 1.46305 2.18277 3.03729
H 1.17728 0.57306 3.73307
H -0.02999 1.82025 3.93114
H 0.59474 0.64199 1.10831
H -0.66165 0.16194 2.08987
H -0.55140 1.89780 1.60243
*
```

Summary:
**LUMO energy**: 0.915 eV

These are the Mulliken partial charges, in e, on atoms 1 to 2:
1 H 0.233
2 N -0.632

---

[5]
Formula: C29H30AuI2N2O2Si
Source: the OMol25 dataset
Level of theory: wB97M-V/def2-TZVPD

```
! wB97M-V def2-TZVPD RIJCOSX def2/J DEFGRID3
* xyz 1 1
Au -0.47639 -1.33022 -0.76102
I 4.09627 1.24457 -5.31706
C 2.68318 0.01830 -4.41074
C 1.40951 -0.09093 -4.95452
C 0.45741 -0.87153 -4.31599
I -1.43924 -1.09032 -5.13608
C 0.76829 -1.54952 -3.13149
O -0.15307 -2.27189 -2.47696
C 2.07534 -1.45971 -2.61818
C 2.39299 -2.19532 -1.34800
N 1.65348 -1.62252 -0.19507
C 1.64910 -2.45350 1.01458
C 0.70338 -3.63032 0.87139
C 1.01308 -4.88464 1.36672
C 0.08002 -5.90254 1.24122
C -1.12846 -5.64122 0.61566
C -1.35944 -4.36580 0.13356
N -0.45948 -3.39315 0.27281
C 3.01897 -0.67378 -3.25289
H 1.15502 0.43184 -5.86582
H 3.46707 -2.15905 -1.15280
H 2.08619 -3.24033 -1.42515
H 1.95704 -0.67414 0.02223
H 1.30040 -1.82094 1.83197
H 2.65006 -2.82172 1.24826
H 1.97081 -5.05685 1.83951
H 0.29988 -6.89201 1.61852
H -1.87947 -6.40781 0.49222
H -2.27901 -4.11029 -0.37543
H 4.01918 -0.59864 -2.84496
C -1.86761 0.67646 -1.63806
C -2.14924 1.51873 -0.39744
C -3.52659 1.13450 0.15800
C -2.15181 2.98937 -0.83667
Si -0.84182 1.18653 0.93024
O -0.70267 -0.46883 1.00024
C 0.79517 1.99860 0.44729
C 1.44806 1.74802 -0.76990
C 2.65765 2.34889 -1.09180
C 3.25371 3.22738 -0.19765
C 2.63322 3.49305 1.01217
C 1.42567 2.88369 1.32772
C -1.39932 1.74013 2.61606
C -1.64660 0.79407 3.61361
C -2.10299 1.18075 4.86612
C -2.32610 2.52131 5.14006
C -2.09242 3.47657 4.16101
C -1.63252 3.08834 2.91145
H -2.66613 0.75414 -2.38498
H -2.00279 -0.45857 -1.44810
H -0.91834 0.87902 -2.13030
H -4.29981 1.28594 -0.60156
H -3.78317 1.74349 1.02507
H -3.55731 0.08776 0.47285
H -2.88288 3.14515 -1.63589
H -1.17425 3.30963 -1.20146
H -2.43725 3.64101 -0.00953
H 1.01042 1.09340 -1.51899
H 3.12489 2.14745 -2.04787
H 4.19397 3.70196 -0.44607
H 3.09025 4.17481 1.71759
H 0.97429 3.09402 2.28874
H -1.48311 -0.25599 3.40298
H -2.28842 0.43460 5.62795
H -2.68453 2.82280 6.11559
H -2.26764 4.52347 4.37191
H -1.45411 3.85231 2.16310
*
```

Summary:
**LUMO energy (spin up / spin down)**: -5.263 / -5.262 eV

These are the Mulliken partial charges, in e, on atoms 1 to 2:
1 Au 2.024
2 I 0.158

---

Computed E_tot, in the same sequence as the records: -12423.075; -18174.162; -113521.522; -6252.962; -65400.330 eV.